The following is a DFT calculation (ωB97M-V/def2-TZVPD) of 7 unconnected molecules or ions with the total composition C12H36FO6S6.

```
61
Properties=species:S:1:pos:R:3
F 0.570 -0.610 0.304
C 1.908 1.470 -3.617
S 0.949 2.789 -2.802
O -0.411 2.658 -3.434
C 0.833 1.858 -1.227
H 2.263 1.736 -4.611
H 1.269 0.601 -3.785
H 2.711 1.185 -2.936
H 1.829 1.781 -0.794
H 0.318 0.899 -1.292
H 0.224 2.450 -0.542
C 3.138 1.248 1.703
S 3.981 0.179 0.514
O 4.663 1.100 -0.463
C 2.519 -0.492 -0.249
H 2.509 1.987 1.203
H 3.804 1.723 2.418
H 2.390 0.674 2.262
H 2.705 -0.970 -1.212
H 1.780 0.267 -0.524
H 1.925 -1.155 0.384
C -0.801 -6.268 0.900
S -1.234 -4.476 0.894
O -2.090 -4.251 2.108
C 0.502 -3.871 1.148
H -0.595 -6.674 -0.089
H -1.560 -6.829 1.439
H 0.123 -6.350 1.475
H 1.149 -4.484 1.782
H 0.513 -2.831 1.483
H 1.064 -3.861 0.207
C -2.300 1.420 0.654
S -3.822 1.780 -0.385
O -4.661 2.877 0.222
C -2.821 2.760 -1.527
H -1.942 2.312 1.160
H -1.592 0.974 -0.041
H -2.585 0.663 1.380
H -2.015 2.086 -1.825
H -2.330 3.624 -1.088
H -3.380 2.995 -2.430
C -0.084 2.882 4.457
S 0.502 1.376 3.642
O -0.785 0.691 3.250
C 1.185 2.135 2.169
H -0.738 3.497 3.835
H 0.779 3.548 4.564
H -0.574 2.627 5.391
H 2.069 2.755 2.380
H 0.632 2.926 1.654
H 1.474 1.287 1.541
C -0.331 -1.930 -1.875
S -1.734 -2.498 -2.880
O -2.200 -3.718 -2.136
C -2.729 -1.020 -2.480
H -0.672 -1.989 -0.840
H -0.158 -0.863 -2.048
H 0.599 -2.435 -2.122
H -3.687 -1.189 -2.968
H -2.161 -0.185 -2.891
H -2.887 -0.876 -1.412
```

## Properties
ΔE to the lowest compared entry with this formula, charge and spin   133.8 kcal/mol
Gap between HOMO and LUMO   7.463 eV
Highest occupied orbital energy   -0.19081 hartree
Net charge   -1

The following is a DFT calculation (ωB97M-V/def2-TZVPD) of 5 unconnected molecules or ions with the total composition C12H36N2O5.

```
55
Properties=species:S:1:pos:R:3
C 4.720 1.083 1.059
C 3.680 2.128 1.306
O 2.616 1.384 1.838
H 4.355 0.203 0.529
H 5.172 0.759 1.997
H 5.570 1.477 0.502
H 3.498 2.660 0.372
H 3.920 2.880 2.059
H 2.024 1.979 2.303
C 2.387 -3.983 3.198
C 2.239 -2.812 2.220
O 1.078 -3.012 1.465
H 1.413 -4.143 3.661
H 3.118 -3.813 3.988
H 2.629 -4.908 2.674
H 3.150 -2.852 1.623
H 2.211 -1.835 2.702
H 0.863 -2.213 0.978
C -2.153 3.904 0.921
C -1.652 2.632 0.231
C -0.600 2.859 -0.873
O -0.186 1.599 -1.415
C 0.864 1.770 -2.378
N -1.232 1.717 1.298
H -2.874 3.750 1.724
H -2.567 4.640 0.231
H -1.346 4.492 1.359
H -2.569 2.239 -0.207
H 0.245 3.402 -0.448
H -1.090 3.462 -1.637
H 1.112 0.846 -2.900
H 1.841 2.050 -1.986
H 0.548 2.508 -3.116
H -0.535 2.160 1.880
H -0.763 0.995 0.769
C -3.573 -0.240 -1.379
C -3.096 -1.537 -0.686
C -2.235 -2.368 -1.634
O -2.989 -2.707 -2.742
C -2.294 -3.298 -3.774
N -2.388 -1.262 0.556
H -2.670 0.221 -1.778
H -3.986 0.481 -0.673
H -4.333 -0.487 -2.120
H -3.999 -2.101 -0.452
H -1.833 -3.272 -1.178
H -1.316 -1.838 -1.884
H -3.013 -3.799 -4.422
H -1.615 -4.093 -3.464
H -1.697 -2.489 -4.196
H -3.042 -0.874 1.221
H -1.726 -0.539 0.314
O 1.234 -0.291 0.200
H 1.902 0.197 0.681
H 0.983 0.290 -0.518
```

## Properties
Gap between HOMO and LUMO (spin up / spin down)   2.305 / 9.293 eV
Spin multiplicity   2
Highest occupied orbital energy (spin up / spin down)   0.01896 / -0.23962 hartree
Net charge   -1

The following is a DFT calculation (ωB97M-V/def2-TZVPD) of 8 unconnected molecules or ions with the total composition C12H36N4O8.

```
60
Properties=species:S:1:pos:R:3
C -2.185 0.900 -2.422
O -3.374 0.989 -3.163
H -1.412 0.226 -2.820
H -1.809 1.922 -2.473
H -2.358 0.718 -1.368
H -3.753 0.106 -3.259
C -4.417 -2.436 2.215
O -4.562 -3.721 1.764
H -3.373 -2.075 2.150
H -5.107 -1.725 1.757
H -4.661 -2.401 3.294
H -4.053 -4.288 2.349
C 0.897 -4.117 1.820
O 1.105 -2.869 2.498
H -0.076 -4.542 2.044
H 1.023 -3.977 0.742
H 1.629 -4.852 2.156
H 1.194 -3.059 3.433
C -1.198 -3.312 -1.675
O -2.521 -3.038 -2.006
H -0.565 -2.411 -1.725
H -1.138 -3.751 -0.660
H -0.808 -4.034 -2.415
H -3.067 -3.759 -1.641
O -2.346 5.571 -0.748
C -1.857 4.478 -0.405
N -0.612 4.044 -0.634
C -2.744 3.499 0.363
H -0.039 4.570 -1.256
H -0.398 3.086 -0.416
H -3.616 3.278 -0.271
H -3.019 4.066 1.262
H -2.238 2.572 0.619
O 3.645 2.120 0.541
C 4.287 1.722 1.494
N 5.238 0.781 1.376
C 3.900 2.109 2.928
H 5.477 0.469 0.462
H 5.683 0.365 2.166
H 4.767 2.172 3.606
H 3.126 1.391 3.269
H 3.456 3.112 2.870
O 0.176 0.718 -0.451
C 0.271 -0.026 0.524
N 1.426 -0.527 0.954
C -0.957 -0.415 1.269
H 1.501 -1.271 1.628
H 2.251 -0.157 0.495
H -1.659 -0.696 0.472
H -1.508 0.370 1.793
H -0.891 -1.299 1.909
O 3.429 0.307 -4.223
C 2.661 0.674 -3.344
N 1.836 -0.152 -2.628
C 2.559 2.156 -2.936
H 1.256 0.210 -1.884
H 1.941 -1.145 -2.805
H 1.483 2.398 -2.900
H 3.082 2.705 -3.739
H 3.023 2.252 -1.957
```

## Properties
Gap between HOMO and LUMO   8.792 eV
Highest occupied orbital energy   -0.33399 hartree
SMILES string   CC(N)=O.CC(N)=O.CC(N)=O.CC(N)=O.CO.CO.CO.CO

The following is a DFT calculation (ωB97M-V/def2-TZVPD) of 6 unconnected molecules or ions with the total composition C12H36O12.

```
60
Properties=species:S:1:pos:R:3
C 11.313 28.906 5.242
C 11.611 28.282 6.585
O 10.483 27.632 7.118
O 10.120 29.677 5.291
H 11.237 28.079 4.524
H 12.138 29.522 4.864
H 12.073 28.952 7.325
H 12.373 27.510 6.435
H 9.897 28.297 7.489
H 9.927 29.931 4.384
C 12.320 32.648 8.784
C 11.219 32.105 7.892
O 11.594 32.453 6.562
O 12.159 32.185 10.123
H 12.370 33.740 8.747
H 13.270 32.256 8.419
H 10.263 32.600 8.089
H 11.174 31.020 8.007
H 11.042 31.983 5.927
H 11.219 32.208 10.352
C 15.733 32.555 10.286
C 15.164 32.589 11.690
O 15.386 33.841 12.333
O 17.156 32.468 10.273
H 15.408 33.434 9.713
H 15.379 31.656 9.779
H 15.720 31.848 12.265
H 14.104 32.334 11.619
H 14.702 34.447 12.038
H 17.513 33.275 10.657
C 10.655 33.280 12.571
C 10.174 32.820 13.942
O 11.052 33.243 14.973
O 9.756 32.898 11.541
H 11.640 32.858 12.372
H 10.755 34.371 12.615
H 10.063 31.732 13.960
H 9.196 33.267 14.128
H 11.959 33.266 14.654
H 9.093 33.586 11.443
C 10.598 32.382 2.614
C 10.656 32.486 1.106
O 11.153 31.291 0.534
O 11.811 31.838 3.142
H 9.795 31.727 2.954
H 10.444 33.369 3.060
H 11.252 33.349 0.796
H 9.647 32.620 0.704
H 12.102 31.384 0.423
H 12.354 32.522 3.542
C 14.210 27.177 10.223
C 13.856 28.632 10.227
O 12.555 28.751 10.805
O 14.622 26.683 11.481
H 15.014 26.972 9.509
H 13.363 26.598 9.828
H 13.896 28.915 9.167
H 14.568 29.135 10.885
H 12.309 29.682 10.785
H 13.843 26.502 12.015
```

## Properties
ΔE to the lowest compared entry with this formula, charge and spin   18.3 kcal/mol
Gap between HOMO and LUMO   10.310 eV
Highest occupied orbital energy   -0.36841 hartree
SMILES string   OCCO.OCCO.OCCO.OCCO.OCCO.OCCO